Record 1
# C9H66NO25

A cluster of 25 separate species, C9H66NO25 in total (ωB97M-V with the def2-TZVPD basis set, the Open Molecules 2025 dataset).

## Properties
- E_LUMO (Eh) = 0.05585
- total charge = -1
- E_HOMO (eV) = -2.18
- energy relative to the best compared isomer or geometry (same formula, charge and spin) (kcal/mol) = 142.1
- maximum force (eV Å⁻¹) = 2.02

Last columns: bonded neighbours and bond lengths (Å).
Element x y z (Å)
1 C -2.0749 1.0325 1.1606  C2 1.546, H12 1.090, H13 1.090, H14 1.090
2 C -0.9044 0.1498 0.6693  C1 1.546, C3 1.524, N7 1.531, C11 1.570
3 C -1.1556 -0.0658 -0.8188  C2 1.524, C4 1.520, H15 1.090, H16 1.090
4 C -0.8406 1.1061 -1.7335  C3 1.520, C5 1.549, H17 1.090, H18 1.090
5 C 0.5218 1.7754 -1.4247  C4 1.549, C6 1.590, H19 1.090, H20 1.090
6 C 0.8334 2.0503 0.1104  C5 1.590, N7 1.529, C9 1.546, C10 1.520
7 N 0.4949 0.7477 0.8362  C2 1.531, C6 1.529, O8 1.437
8 O 1.0445 0.6459 2.1602  N7 1.437
9 C 0.0448 3.3092 0.5386  C6 1.546, H21 1.090, H22 1.090, H23 1.090
10 C 2.3267 2.3138 0.2216  C6 1.520, H24 1.090, H25 1.090, H26 1.090
11 C -1.0779 -1.2757 1.3029  C2 1.570, H27 1.090, H28 1.090, H29 1.090
12 H -2.9007 0.4838 1.6134  C1 1.090
13 H -2.4341 1.6649 0.3487  C1 1.090
14 H -1.7356 1.7786 1.8791  C1 1.090
15 H -2.1779 -0.4232 -0.9424  C3 1.090
16 H -0.4722 -0.8721 -1.0850  C3 1.090
17 H -1.6054 1.8698 -1.5923  C4 1.090
18 H -0.8911 0.8586 -2.7938  C4 1.090
19 H 0.5435 2.6887 -2.0193  C5 1.090
20 H 1.2930 1.1719 -1.9034  C5 1.090
21 H -1.0067 3.2225 0.2651  C9 1.090
22 H 0.3430 4.1907 -0.0291  C9 1.090
23 H 0.1520 3.5985 1.5840  C9 1.090
24 H 2.8850 1.3842 0.1107  C10 1.090
25 H 2.5657 2.8238 1.1549  C10 1.090
26 H 2.6989 2.8991 -0.6193  C10 1.090
27 H -1.2665 -1.3041 2.3761  C11 1.090
28 H -0.1618 -1.8647 1.2580  C11 1.090
29 H -1.8337 -1.8906 0.8142  C11 1.090
30 O 0.0653 -6.0738 -4.1001  H31 0.957, H32 0.957
31 H 0.8916 -6.0422 -3.6178  O30 0.957
32 H -0.4197 -5.3068 -3.7957  O30 0.957
33 O -1.2775 1.8224 -8.5595  H34 0.957, H35 0.957
34 H -2.1380 1.4208 -8.4390  O33 0.957
35 H -1.1855 2.4201 -7.8176  O33 0.957
36 O 3.3319 -5.4144 -1.3363  H37 0.957, H38 0.957
37 H 3.4637 -4.9167 -0.5293  O36 0.957
38 H 4.1334 -5.9283 -1.4348  O36 0.957
39 O 3.0174 -2.2773 -4.2626  H40 0.957, H41 0.957
40 H 3.2666 -2.9846 -3.6677  O39 0.957
41 H 2.3443 -1.7901 -3.7875  O39 0.957
42 O -2.3710 -0.0945 6.7465  H43 0.957, H44 0.957
43 H -2.8502 -0.9222 6.7855  O42 0.957
44 H -1.7388 -0.2164 6.0383  O42 0.957
45 O -7.0690 0.6659 -3.3857  H46 0.957, H47 0.957
46 H -7.3851 0.2236 -2.5978  O45 0.957
47 H -7.7585 1.2938 -3.6015  O45 0.957
48 O -4.0716 6.5029 -2.9933  H49 0.957, H50 0.957
49 H -3.2766 5.9903 -2.8471  O48 0.957
50 H -3.7555 7.3834 -3.1962  O48 0.957
51 O -0.9445 5.6160 -6.7584  H52 0.957, H53 0.957
52 H -0.7058 5.8821 -7.6463  O51 0.957
53 H -0.1783 5.8348 -6.2281  O51 0.957
54 O -3.6846 -7.3433 1.3468  H55 0.957, H56 0.957
55 H -4.4831 -7.4612 1.8614  O54 0.957
56 H -2.9735 -7.4638 1.9761  O54 0.957
57 O -7.5924 2.9950 2.0070  H58 0.957, H59 0.957
58 H -7.0394 3.1451 2.7737  O57 0.957
59 H -7.5004 2.0599 1.8241  O57 0.957
60 O -5.0426 -3.6997 -6.2437  H61 0.957, H62 0.957
61 H -5.3153 -3.0938 -5.5546  O60 0.957
62 H -5.2312 -3.2358 -7.0595  O60 0.957
63 O -3.8454 -3.8688 7.2697  H64 0.957, H65 0.957
64 H -3.2720 -4.3211 7.8884  O63 0.957
65 H -4.1077 -4.5461 6.6462  O63 0.957
66 O -5.7734 -4.4769 -1.5067  H67 0.957, H68 0.957
67 H -5.5177 -4.6917 -2.4037  O66 0.957
68 H -5.3666 -5.1582 -0.9714  O66 0.957
69 O 5.6610 1.2625 4.5395  H70 0.957, H71 0.957
70 H 6.1465 0.4611 4.7353  O69 0.957
71 H 4.9395 0.9754 3.9799  O69 0.957
72 O 5.7434 7.6555 -1.9410  H73 0.957, H74 0.957
73 H 6.4024 7.1954 -2.4609  O72 0.957
74 H 4.9357 7.1631 -2.0873  O72 0.957
75 O 3.3460 -3.6851 6.4322  H76 0.957, H77 0.957
76 H 3.4675 -4.5892 6.1423  O75 0.957
77 H 3.7353 -3.1555 5.7363  O75 0.957
78 O 1.6001 8.2900 4.7430  H79 0.957, H80 0.957
79 H 2.0735 7.8315 4.0488  O78 0.957
80 H 1.4023 7.6107 5.3876  O78 0.957
81 O 1.6589 -1.4106 -8.1888  H82 0.957, H83 0.957
82 H 1.1544 -0.5998 -8.1226  O81 0.957
83 H 1.9937 -1.5578 -7.3043  O81 0.957
84 O 7.3984 -2.8271 -2.2103  H85 0.957, H86 0.957
85 H 6.7551 -2.1292 -2.3337  O84 0.957
86 H 8.0694 -2.4386 -1.6489  O84 0.957
87 O 1.9065 3.8757 5.8585  H88 0.957, H89 0.957
88 H 1.7960 3.2317 5.1589  O87 0.957
89 H 2.8252 4.1381 5.8000  O87 0.957
90 O 4.3701 -3.3334 2.0170  H91 0.957, H92 0.957
91 H 5.2446 -3.0679 2.3018  O90 0.957
92 H 3.8007 -2.6130 2.2872  O90 0.957
93 O -5.7102 2.9890 5.7948  H94 0.957, H95 0.957
94 H -5.2839 3.8402 5.8952  O93 0.957
95 H -4.9882 2.3712 5.6792  O93 0.957
96 O 0.7503 -8.2157 1.4102  H97 0.957, H98 0.957
97 H 0.3436 -8.9296 0.9191  O96 0.957
98 H 1.1752 -7.6769 0.7428  O96 0.957
99 O 9.1657 0.1051 1.2865  H100 0.957, H101 0.957
100 H 9.8355 0.5123 1.8357  O99 0.957
101 H 8.4347 0.7229 1.3015  O99 0.957

---

Record 2
# C9H66NO25

A cluster of 25 separate species, C9H66NO25 in total (ωB97M-V with the def2-TZVPD basis set, the Open Molecules 2025 dataset).

## Properties
- E_LUMO (Eh) = 0.05644
- total charge = -1
- E_HOMO (eV) = -2.66
- energy relative to the best compared isomer or geometry (same formula, charge and spin) (kcal/mol) = 114.3
- maximum force (eV Å⁻¹) = 2.74

Last columns: bonded neighbours and bond lengths (Å).
Element x y z (Å)
1 C -1.9235 0.9855 -0.1242  C2 1.577, H12 1.090, H13 1.090, H14 1.090
2 C -0.5024 0.7142 -0.7506  C1 1.577, C3 1.512, N7 1.500, C11 1.529
3 C 0.4922 1.8365 -0.5553  C2 1.512, C4 1.551, H15 1.090, H16 1.090
4 C 0.9281 2.1112 0.9079  C3 1.551, C5 1.508, H17 1.090, H18 1.090
5 C 1.5999 0.8472 1.3828  C4 1.508, C6 1.531, H19 1.090, H20 1.090
6 C 0.7239 -0.4077 1.3405  C5 1.531, N7 1.519, C9 1.603, C10 1.529
7 N 0.0713 -0.4701 -0.0300  C2 1.500, C6 1.519, O8 1.454
8 O -0.2254 -1.7888 -0.5670  N7 1.454
9 C -0.3596 -0.2485 2.5114  C6 1.603, H21 1.090, H22 1.090, H23 1.090
10 C 1.6698 -1.5697 1.6463  C6 1.529, H24 1.090, H25 1.090, H26 1.090
11 C -0.5681 0.6207 -2.2752  C2 1.529, H27 1.090, H28 1.090, H29 1.090
12 H -1.9556 1.5448 0.8109  C1 1.090
13 H -2.4200 0.0289 0.0390  C1 1.090
14 H -2.5839 1.5324 -0.7971  C1 1.090
15 H 0.0399 2.7684 -0.8944  C3 1.090
16 H 1.3796 1.7851 -1.1861  C3 1.090
17 H 0.0892 2.4737 1.5019  C4 1.090
18 H 1.6382 2.9364 0.9613  C4 1.090
19 H 1.9838 1.0821 2.3756  C5 1.090
20 H 2.4964 0.6840 0.7847  C5 1.090
21 H 0.1058 -0.5961 3.4337  C9 1.090
22 H -1.2799 -0.8203 2.3919  C9 1.090
23 H -0.8029 0.7419 2.6154  C9 1.090
24 H 1.9891 -1.4874 2.6852  C10 1.090
25 H 2.4444 -1.5816 0.8795  C10 1.090
26 H 1.1860 -2.5437 1.5727  C10 1.090
27 H -0.8743 1.6231 -2.5747  C11 1.090
28 H -1.1709 -0.2248 -2.6068  C11 1.090
29 H 0.3951 0.5489 -2.7804  C11 1.090
30 O 5.8892 -3.7447 0.3580  H31 0.957, H32 0.957
31 H 5.1411 -3.1596 0.2387  O30 0.957
32 H 6.4343 -3.5981 -0.4151  O30 0.957
33 O -1.5511 -3.3653 7.1297  H34 0.957, H35 0.957
34 H -1.0866 -3.8432 6.4426  O33 0.957
35 H -1.1547 -2.4941 7.1259  O33 0.957
36 O -0.0647 -5.5256 4.7088  H37 0.957, H38 0.957
37 H -0.1393 -6.3041 5.2608  O36 0.957
38 H -0.5435 -5.7504 3.9110  O36 0.957
39 O -1.5720 -6.5396 -0.9369  H40 0.957, H41 0.957
40 H -2.2784 -6.9974 -0.4813  O39 0.957
41 H -1.8483 -5.6233 -0.9488  O39 0.957
42 O 5.8758 0.1166 -0.7683  H43 0.957, H44 0.957
43 H 5.0854 -0.1692 -1.2263  O42 0.957
44 H 6.4509 0.4406 -1.4615  O42 0.957
45 O 6.8695 -2.4241 4.0397  H46 0.957, H47 0.957
46 H 7.7972 -2.6085 4.1867  O45 0.957
47 H 6.6240 -2.9945 3.3113  O45 0.957
48 O 4.2257 0.2204 -5.2509  H49 0.957, H50 0.957
49 H 3.7885 -0.2878 -5.9342  O48 0.957
50 H 3.7614 -0.0100 -4.4462  O48 0.957
51 O -7.3892 4.4203 -2.3755  H52 0.957, H53 0.957
52 H -6.4507 4.6031 -2.3307  O51 0.957
53 H -7.5943 4.4461 -3.3101  O51 0.957
54 O 7.1808 1.2056 3.1549  H55 0.957, H56 0.957
55 H 6.8463 1.3483 2.2695  O54 0.957
56 H 6.9478 0.2992 3.3562  O54 0.957
57 O -3.7723 5.7297 -2.0454  H58 0.957, H59 0.957
58 H -3.8827 6.6576 -1.8378  O57 0.957
59 H -2.8363 5.5673 -1.9285  O57 0.957
60 O -4.7761 -4.3043 4.3873  H61 0.957, H62 0.957
61 H -5.4525 -3.6296 4.3276  O60 0.957
62 H -4.2350 -4.1712 3.6090  O60 0.957
63 O 2.3919 -5.5412 -0.9219  H64 0.957, H65 0.957
64 H 2.4219 -4.8393 -0.2718  O63 0.957
65 H 1.4655 -5.7746 -0.9806  O63 0.957
66 O 3.7481 2.6475 7.4692  H67 0.957, H68 0.957
67 H 3.7156 3.5232 7.0840  O66 0.957
68 H 3.3054 2.0881 6.8310  O66 0.957
69 O 0.3757 7.4969 -1.8084  H70 0.957, H71 0.957
70 H 0.0989 7.6972 -0.9143  O69 0.957
71 H 1.1216 8.0762 -1.9641  O69 0.957
72 O 0.2468 -3.6642 -4.4055  H73 0.957, H74 0.957
73 H -0.1459 -3.3805 -3.5799  O72 0.957
74 H 0.1490 -4.6164 -4.4030  O72 0.957
75 O -0.5789 5.2406 -5.1476  H76 0.957, H77 0.957
76 H 0.2119 4.9146 -5.5772  O75 0.957
77 H -0.2799 5.5385 -4.2885  O75 0.957
78 O 4.5094 6.1956 -0.3276  H79 0.957, H80 0.957
79 H 4.9781 5.8174 0.4163  O78 0.957
80 H 3.8096 5.5696 -0.5138  O78 0.957
81 O -6.2137 0.6407 -3.3292  H82 0.957, H83 0.957
82 H -6.4097 1.3216 -2.6857  O81 0.957
83 H -6.3760 -0.1811 -2.8661  O81 0.957
84 O -2.8862 -3.6427 1.4651  H85 0.957, H86 0.957
85 H -3.5235 -3.1517 0.9464  O84 0.957
86 H -2.0359 -3.3767 1.1151  O84 0.957
87 O -1.9492 -2.3918 -7.0077  H88 0.957, H89 0.957
88 H -1.4652 -3.0203 -6.4720  O87 0.957
89 H -2.0161 -2.8097 -7.8662  O87 0.957
90 O -6.1559 2.7272 1.4305  H91 0.957, H92 0.957
91 H -6.3038 3.1975 0.6101  O90 0.957
92 H -5.2129 2.5640 1.4470  O90 0.957
93 O -4.6184 0.5463 -6.8525  H94 0.957, H95 0.957
94 H -5.1520 0.3846 -6.0745  O93 0.957
95 H -3.7432 0.2434 -6.6104  O93 0.957
96 O -4.1378 2.0633 5.9783  H97 0.957, H98 0.957
97 H -4.1856 1.4956 6.7475  O96 0.957
98 H -3.9209 1.4726 5.2571  O96 0.957
99 O 2.9755 -1.7229 -2.1835  H100 0.957, H101 0.957
100 H 2.1909 -1.7114 -1.6353  O99 0.957
101 H 2.7389 -2.2740 -2.9295  O99 0.957